(1)
{
  "formula": "C37H55AsBCoF2GeSi3",
  "method": "wB97M-V/def2-TZVPD",
  "e_lumo_ha": [0.0954, 0.0955],
  "homo_energy_ev": [-3.7809, -3.0083],
  "e_above_lowest_kcal_mol": 0.0,
  "multiplicity": 2,
  "mol_weight_g_mol": 839.378,
  "charge": -1,
  "orbital_gap_ha": [0.234, 0.206],
  "s_squared": 0.882,
  "symbols": ["As", "Ge", "Co", "Si", "Si", "Si", "F", "F", "C", "C", "C", "C", "C", "C", "C", "C", "C", "C", "C", "C", "C", "C", "C", "C", "C", "C", "C", "C", "C", "C", "C", "C", "C", "C", "C", "C", "C", "C", "C", "C", "C", "C", "C", "C", "C", "B", "H", "H", "H", "H", "H", "H", "H", "H", "H", "H", "H", "H", "H", "H", "H", "H", "H", "H", "H", "H", "H", "H", "H", "H", "H", "H", "H", "H", "H", "H", "H", "H", "H", "H", "H", "H", "H", "H", "H", "H", "H", "H", "H", "H", "H", "H", "H", "H", "H", "H", "H", "H", "H", "H", "H"],
  "positions_angstrom": [[-1.358815, 2.416081, 0.912109], [0.772103, -2.967300, -0.932500], [2.088155, -0.548126, 0.869913], [-3.193939, 1.593579, 2.152486], [-1.250593, 4.665300, 1.576501], [-2.157910, 2.518470, -1.297865], [-0.914306, -0.680346, 0.231415], [-0.570432, -0.979219, 2.469402], [2.233020, 1.237360, 1.925903], [-0.322019, 4.661239, 3.211438], [2.376443, -1.630509, -4.635929], [-2.948517, -3.385101, -2.991202], [1.814644, -4.629213, -1.122476], [3.956019, 0.328120, 0.462116], [1.969705, 0.343077, -3.334581], [-2.565510, 1.364468, 3.904456], [4.186413, -0.745914, 1.357699], [0.943072, -2.262931, 0.818891], [1.441381, -1.831276, -2.403743], [1.484856, -0.441700, -2.293999], [3.406178, -6.933215, -1.307700], [-3.785939, -3.918282, -2.021925], [2.532408, 0.236906, 2.890845], [-0.767595, 3.211311, -2.354247], [2.994769, 1.323952, 0.734052], [-1.949954, -3.925472, -0.468099], [-0.208680, 5.638207, 0.347173], [2.730762, 2.430970, -0.249707], [1.276164, -5.838873, -1.553198], [-3.282325, -4.189237, -0.755736], [1.758509, 0.197877, 4.178410], [-1.090556, -3.397344, -1.431832], [-2.505155, 0.796563, -1.941159], [-3.762734, -0.057900, 1.488934], [5.222979, -1.793854, 1.064562], [-3.694614, 3.582672, -1.542317], [-1.613914, -3.129201, -2.695054], [1.894650, -2.408544, -3.590043], [3.500493, -0.723686, 2.597264], [-4.710803, 2.712735, 2.208751], [2.415992, -0.249108, -4.507836], [3.169783, -4.597140, -0.786859], [-2.835355, 5.654550, 1.835538], [2.062063, -6.983744, -1.645453], [3.961131, -5.733532, -0.877275], [-0.059840, -1.218200, 1.202074], [-4.250924, 0.027639, 0.515576], [-4.569724, 3.119165, -1.080079], [1.885524, -3.489399, -3.698024], [-5.032183, 3.028257, 1.214020], [4.482409, 0.353731, -0.487270], [-1.077521, 3.213718, -3.404637], [-0.223346, 5.679896, 3.600310], [-1.591420, 0.197219, -1.953855], [0.700727, 0.382262, 3.992268], [-3.347441, 0.910969, 4.522398], [1.139239, 0.039111, -1.381455], [1.475086, 1.982261, 2.137912], [4.906692, -2.768022, 1.443961], [0.680356, 4.245842, 3.079798], [0.079298, 6.589817, 0.806325], [1.341309, -2.973353, 1.539907], [-4.496270, -0.471536, 2.190290], [-4.827854, -4.113207, -2.247848], [-0.830058, 4.056772, 3.966587], [1.664272, 2.669315, -0.275351], [5.010305, -5.683958, -0.609377], [-1.576504, -4.110234, 0.534697], [-3.575788, 5.501532, 1.048782], [-4.544529, 3.607088, 2.809764], [-3.580829, 4.585357, -1.123500], [3.042033, 2.143264, -1.255805], [-3.896686, 3.683065, -2.614340], [0.703519, 5.102356, 0.074693], [3.273379, 3.341936, 0.022142], [1.621625, -7.915700, -1.981130], [5.381456, -1.888263, -0.011818], [3.651106, -1.541766, 3.294900], [-0.975968, -2.699920, -3.461693], [-0.759921, 5.865749, -0.568438], [-3.335127, -3.156684, -3.978154], [-0.468147, 4.223451, -2.083020], [2.126104, 0.957614, 4.874999], [2.796268, 0.362854, -5.317323], [2.003683, 1.421128, -3.228660], [-2.574052, 6.718008, 1.858258], [6.188457, -1.555051, 1.524046], [1.846715, -0.777085, 4.660270], [-3.932221, -4.593651, 0.011542], [3.609041, -3.665009, -0.444312], [0.107055, 2.562849, -2.265991], [2.724382, -2.102906, -5.547506], [-2.930491, -0.755295, 1.392155], [-1.701785, 0.696038, 3.898221], [-3.302973, 5.410012, 2.791442], [-3.236964, 0.242602, -1.352928], [-2.276818, 2.311201, 4.368729], [-2.880139, 0.880905, -2.967320], [4.020386, -7.823507, -1.378228], [-5.532348, 2.149933, 2.665631], [0.225448, -5.892834, -1.820780]],
  "atomic_forces_ev_per_a": [[0.0, 0.0, 0.0], [0.0, 0.0, -0.1], [0.2, 0.0, 0.7], [0.1, 0.0, 0.0], [0.0, -0.1, 0.0], [0.0, 0.0, 0.1], [0.0, 0.0, 0.1], [0.0, 0.0, 0.0], [0.0, 0.0, -0.1], [0.0, 0.0, 0.0], [0.0, 0.0, 0.0], [0.0, 0.0, 0.0], [0.0, 0.0, 0.1], [0.0, -0.1, -0.1], [0.0, 0.0, 0.0], [0.0, 0.0, 0.0], [0.0, 0.0, -0.1], [-0.2, 0.0, 0.0], [0.0, 0.0, 0.0], [0.0, 0.0, -0.1], [0.0, 0.0, 0.0], [0.0, 0.0, 0.0], [-0.1, 0.0, -0.1], [0.0, 0.0, 0.0], [-0.1, 0.0, -0.1], [0.0, 0.0, 0.0], [0.0, 0.0, 0.0], [0.0, 0.0, 0.0], [0.0, 0.0, 0.0], [0.0, 0.0, 0.0], [0.0, 0.0, 0.0], [0.0, 0.0, 0.0], [0.0, 0.0, 0.0], [0.0, -0.1, 0.0], [0.0, 0.0, 0.0], [0.0, 0.0, 0.0], [0.0, 0.0, 0.0], [0.0, 0.0, 0.0], [0.0, -0.1, -0.1], [0.0, 0.0, 0.0], [0.0, 0.0, 0.0], [0.0, 0.0, 0.0], [0.0, 0.0, 0.0], [0.0, 0.0, 0.0], [0.0, 0.0, 0.0], [0.0, 0.0, -0.2], [0.0, 0.0, 0.0], [0.0, 0.0, 0.0], [0.0, 0.0, 0.0], [0.0, 0.0, 0.0], [0.0, 0.0, 0.0], [0.0, 0.0, 0.0], [0.0, 0.0, 0.0], [0.0, 0.0, 0.0], [0.0, 0.0, 0.0], [0.0, 0.0, 0.0], [0.0, 0.0, 0.1], [0.0, 0.0, 0.0], [0.0, 0.0, 0.0], [0.0, 0.0, 0.0], [0.0, 0.0, 0.0], [0.0, 0.0, 0.0], [0.0, 0.0, 0.0], [0.0, 0.0, 0.0], [0.0, 0.0, 0.0], [0.0, 0.0, 0.0], [0.0, 0.0, 0.0], [0.0, 0.0, 0.0], [0.0, 0.0, 0.0], [0.0, 0.0, 0.0], [0.0, 0.0, 0.0], [0.0, 0.0, 0.0], [0.0, 0.0, 0.0], [0.0, 0.0, 0.0], [0.0, 0.0, 0.0], [0.0, 0.0, 0.0], [0.0, 0.0, 0.0], [0.0, 0.0, 0.0], [0.0, 0.0, 0.0], [0.0, 0.0, 0.0], [0.0, 0.0, 0.0], [0.0, 0.0, 0.0], [0.0, 0.0, 0.0], [0.0, 0.0, 0.0], [0.0, 0.0, 0.0], [0.0, 0.0, 0.0], [0.0, 0.0, 0.0], [0.0, 0.0, 0.0], [0.0, 0.0, 0.0], [0.0, 0.0, 0.0], [0.0, 0.0, 0.0], [0.0, 0.0, 0.0], [0.0, 0.0, 0.0], [0.0, 0.0, 0.0], [0.0, 0.0, 0.0], [0.0, 0.0, 0.0], [0.0, 0.0, 0.0], [0.0, 0.0, 0.0], [0.0, 0.0, 0.0], [0.0, 0.0, 0.0], [0.0, 0.0, 0.0]],
  "lowdin_spin": [0.00, 0.01, 1.28, 0.00, 0.00, 0.00, -0.01, -0.01, -0.05, 0.00, 0.00, 0.00, 0.00, -0.03, 0.00, 0.00, -0.06, -0.01, 0.00, 0.01, 0.00, 0.00, -0.03, 0.00, -0.04, 0.00, 0.00, 0.00, 0.00, 0.00, 0.00, 0.00, 0.00, 0.00, -0.01, 0.00, 0.00, 0.00, -0.01, 0.00, 0.00, 0.00, 0.00, 0.00, 0.00, -0.03, 0.00, 0.00, 0.00, 0.00, 0.00, 0.00, 0.00, 0.00, 0.00, 0.00, 0.01, 0.00, 0.00, 0.00, 0.00, 0.00, 0.00, 0.00, 0.00, 0.00, 0.00, 0.00, 0.00, 0.00, 0.00, 0.00, 0.00, 0.00, 0.00, 0.00, 0.00, 0.00, 0.00, 0.00, 0.00, 0.00, 0.00, 0.00, 0.00, 0.00, 0.00, 0.00, 0.00, 0.00, 0.00, 0.00, 0.00, 0.00, 0.00, 0.00, 0.00, 0.00, 0.00, 0.00, 0.00]
}

=====

(2)
{
  "formula": "C4H14O3",
  "method": "wB97M-V/def2-TZVPD",
  "e_lumo_ha": 0.0239,
  "homo_energy_ev": -10.5879,
  "smiles": "CC[C@H](C)O.O.O",
  "e_above_lowest_kcal_mol": 26.4,
  "mol_weight_g_mol": 110.153,
  "charge": 0,
  "orbital_gap_ha": 0.413,
  "symbols": ["O", "O", "O", "C", "C", "C", "C", "H", "H", "H", "H", "H", "H", "H", "H", "H", "H", "H", "H", "H", "H"],
  "positions_angstrom": [[-1.410369, -0.016199, 0.990412], [3.487689, 0.994389, 0.280565], [0.780003, 1.936129, 0.922430], [0.939530, -1.224718, -0.277659], [-2.724633, -0.583905, -0.920709], [-0.248494, -0.714449, -1.089684], [-1.433563, -0.918871, -0.205719], [-1.898186, -0.463117, 1.695483], [0.637730, -2.151057, 0.386068], [-0.152026, 0.405894, -1.287820], [0.035421, 1.222668, 0.976193], [-1.465775, -1.971677, 0.147180], [-2.679096, -1.036208, -1.918575], [1.647539, -1.559275, -1.098528], [-2.984599, 0.480807, -1.201013], [2.617925, 1.234942, 0.719075], [-3.514380, -1.071807, -0.353208], [0.408274, 2.456752, 0.170582], [4.097402, 1.405294, 0.942642], [-0.193070, -1.225546, -2.050477], [1.387213, -0.390556, 0.287770]],
  "atomic_forces_ev_per_a": [[0.8, -1.0, -0.9], [-0.5, 1.1, 2.0], [-2.5, -1.1, -0.9], [1.1, -1.1, -0.7], [-0.7, -0.1, -1.1], [1.1, 1.4, 1.4], [-2.0, 1.1, 0.0], [0.2, 0.2, -0.2], [0.8, 1.9, -1.2], [0.0, -1.4, 0.1], [1.6, 1.3, 0.4], [0.0, 0.6, -0.2], [-0.2, -0.4, 0.2], [-0.1, 0.2, 1.6], [0.7, -0.9, 1.1], [0.9, -0.3, -1.0], [-0.5, 0.4, -0.2], [0.8, -0.3, 0.8], [-0.4, -0.6, -1.0], [-1.0, 0.0, 0.1], [0.0, -1.0, 0.0]],
  "nbo_charge": [-0.77, -0.96, -0.98, -0.61, -0.63, -0.44, 0.10, 0.48, 0.20, 0.21, 0.51, 0.17, 0.21, 0.21, 0.22, 0.49, 0.21, 0.47, 0.46, 0.23, 0.23]
}